1.
{
  "formula": "C5H5FS2",
  "method": "wB97M-V/def2-TZVPD",
  "symbols": ["S", "S", "F", "C", "C", "C", "C", "C", "H", "H", "H", "H", "H"],
  "xyz": [[-1.0400, -1.4600, -0.6598], [2.6992, -0.9580, -0.2307], [0.8478, 1.8344, -0.1855], [0.4992, 0.5865, -0.9429], [-0.9827, 0.3779, -0.6277], [-0.8002, 0.2803, 0.9352], [1.1050, -0.3917, -0.1267], [0.0783, -0.9917, 0.7850], [-1.7129, -0.1036, 1.5100], [-1.7575, 0.7132, -1.3322], [-0.1330, 1.1224, 1.2578], [0.3426, -1.7724, 1.5937], [0.8543, 0.7628, -1.9762]],
  "atomic_forces_ev_per_a": [[0.1, -1.0, 0.1], [-2.4, 1.2, 0.1], [0.2, -0.5, -1.7], [-1.2, 4.2, -0.8], [0.4, -1.7, 0.1], [-1.1, -0.2, 1.3], [5.3, -5.0, 1.5], [-0.3, 0.1, -0.9], [1.0, 1.5, -0.7], [0.3, 0.9, 1.0], [-1.7, -0.6, 0.8], [-0.4, 1.7, -1.5], [-0.3, -0.4, 0.7]],
  "charge": 0,
  "relative_energy_ev": 2.049,
  "gap_ha": 0.293,
  "e_lumo_ev": -0.7464
}

=====

2.
{
  "formula": "C9H10GaI2O6PmS",
  "method": "wB97M-V/def2-TZVPD",
  "symbols": ["Pm", "I", "I", "Ga", "S", "O", "O", "O", "O", "O", "O", "C", "C", "C", "C", "C", "C", "C", "C", "C", "H", "H", "H", "H", "H", "H", "H", "H", "H", "H"],
  "xyz": [[-1.0665, -0.2952, 2.3270], [1.6476, 4.6606, 0.6494], [-0.8022, 4.6462, 1.5680], [1.7367, 0.1273, -0.3033], [-0.4525, 0.7004, -0.0868], [1.0462, 0.3957, 2.4928], [0.7972, -2.9614, 4.4833], [3.3008, -0.9563, 2.1344], [-0.4303, 0.9063, 4.1067], [1.1241, -2.9902, 0.9041], [3.1402, -1.2759, -2.6372], [-0.8842, -1.3582, -1.9424], [2.5192, -0.7387, -1.7912], [-0.5077, 0.9882, -2.7493], [2.7350, -0.4716, 1.2331], [0.0591, -2.2811, 3.9388], [0.7266, 1.0411, 3.5680], [-1.2029, 0.1070, -1.7031], [-2.6990, 0.3904, -1.6135], [0.4218, -2.2262, 1.4087], [-3.1327, 0.1503, -2.6004], [-3.1645, -0.2486, -0.8474], [0.5719, 0.7664, -2.8266], [-0.9788, 0.7903, -3.7248], [1.4504, 1.7678, 3.9440], [-2.8690, 1.4487, -1.3648], [0.2017, -1.5351, -1.9900], [-0.6175, 2.0551, -2.5009], [-1.3334, -1.9851, -1.1675], [-1.3374, -1.6181, -2.9093]],
  "atomic_forces_ev_per_a": [[-2.0, -0.7, 1.6], [0.2, -0.3, -0.1], [-0.1, -0.1, 0.0], [-3.0, 2.6, 0.6], [1.5, -0.1, -0.5], [-0.7, -0.1, 0.3], [-2.4, 2.1, -1.7], [-2.7, 2.7, -5.3], [1.9, -0.3, -1.5], [-2.6, 2.8, 2.0], [-4.3, 3.6, 5.5], [-0.4, 0.2, 0.2], [5.6, -4.6, -7.5], [-0.4, 0.3, 0.1], [4.6, -3.3, 6.4], [2.3, -2.1, 2.3], [-0.5, 1.3, 1.3], [0.4, 0.1, -1.2], [0.2, 0.1, 0.4], [2.7, -3.6, -2.8], [0.0, 0.2, 0.5], [-0.1, 0.1, -0.3], [-0.2, 0.0, -0.1], [0.3, 0.1, 0.2], [0.0, 0.0, 0.4], [-0.2, -0.3, -0.3], [-0.2, -0.2, -0.1], [0.0, -0.3, -0.3], [0.1, -0.2, -0.2], [0.3, -0.2, 0.2]],
  "charge": 4,
  "gap_ha": [0.122, 0.122],
  "spin_multiplicity": 5,
  "e_lumo_ev": [-17.2011, -17.2024],
  "s_squared": 6.01
}

=====

3.
{
  "formula": "C18H26BrN3OS",
  "method": "wB97M-V/def2-TZVPD",
  "symbols": ["Br", "S", "O", "N", "N", "N", "C", "C", "C", "C", "C", "C", "C", "C", "C", "C", "C", "C", "C", "C", "C", "C", "C", "C", "H", "H", "H", "H", "H", "H", "H", "H", "H", "H", "H", "H", "H", "H", "H", "H", "H", "H", "H", "H", "H", "H", "H", "H", "H", "H"],
  "xyz": [[-6.2097, 2.1814, -0.3695], [-2.2342, -2.5788, 1.3248], [-2.1071, -1.7617, -2.2211], [-0.2471, -1.8185, -0.9004], [0.4130, -0.8308, -1.5461], [3.1410, 1.6010, 0.1812], [-5.5176, -0.5435, 0.1655], [5.0918, 2.2998, 1.4570], [2.3473, 1.9274, -0.9718], [-1.4927, -2.2086, -1.2851], [-3.7504, 1.0851, 0.5079], [-3.3126, -1.2142, 0.9015], [-6.9210, -0.8789, -0.2190], [-2.0588, -3.2748, -0.3585], [-2.8525, 0.0981, 0.8953], [4.5811, 1.7758, 0.1103], [2.3411, -0.7803, 0.0502], [1.5389, -0.3927, -1.1582], [-4.6187, -1.5224, 0.5573], [5.3958, 0.5452, -0.3105], [-5.0445, 0.7655, 0.1487], [-1.4505, 0.4754, 1.2548], [2.1328, 0.7366, -1.9349], [2.6041, 0.4857, 0.9097], [1.4616, 1.0171, -2.7448], [2.8104, 2.7574, -1.5077], [4.7493, 2.5614, -0.6351], [-7.1085, -0.5849, -1.2519], [-3.4258, 2.1146, 0.4810], [4.4931, 3.1495, 1.7728], [5.3191, -0.2457, 0.4320], [-7.1054, -1.9451, -0.1196], [3.2742, 0.2321, 1.7312], [6.4437, 0.8224, -0.3984], [0.1441, -2.2382, -0.0571], [-0.8678, 0.6145, 0.3432], [-3.0339, -3.5979, -0.7197], [1.3628, 2.2590, -0.6198], [5.0676, 0.1632, -1.2740], [-1.3911, -4.1302, -0.2632], [3.2915, -1.2021, -0.2798], [3.0937, 0.4373, -2.3572], [-7.6281, -0.3384, 0.4104], [-0.9836, -0.2990, 1.8585], [6.1284, 2.6134, 1.3672], [5.0332, 1.5322, 2.2244], [1.6457, 0.7994, 1.3428], [1.8396, -1.5238, 0.6738], [-4.9438, -2.5521, 0.5935], [-1.4395, 1.4120, 1.8080]],
  "atomic_forces_ev_per_a": [[0.1, -0.1, 0.0], [-0.2, -0.2, 0.0], [0.0, 0.0, -0.1], [1.0, -0.2, 0.7], [-0.4, 0.3, -0.7], [-0.1, 0.1, 0.0], [0.0, 0.1, 0.0], [0.0, 0.0, -0.3], [0.0, -0.1, -0.3], [-0.3, -0.3, -0.1], [-0.1, 0.0, 0.0], [0.3, -0.3, 0.2], [-0.1, 0.0, 0.0], [-0.1, 0.2, 0.3], [-0.1, -0.1, 0.0], [0.2, 0.0, 0.3], [-0.2, 0.0, 0.2], [0.1, -0.2, 0.1], [-0.1, 0.2, 0.0], [-0.1, 0.3, -0.1], [0.0, 0.1, 0.0], [0.1, 0.1, 0.0], [0.0, 0.3, 0.1], [0.0, -0.2, 0.1], [0.0, -0.1, 0.0], [0.0, 0.0, 0.0], [0.0, -0.1, 0.1], [-0.1, 0.0, 0.0], [0.0, 0.1, 0.0], [0.0, 0.1, 0.0], [0.0, -0.1, 0.1], [0.0, -0.1, 0.0], [-0.1, 0.0, 0.1], [0.1, 0.0, 0.0], [-0.2, 0.2, -0.3], [0.1, 0.0, 0.0], [0.2, 0.0, -0.1], [0.0, 0.0, -0.1], [0.0, -0.1, -0.1], [0.0, -0.1, 0.0], [0.0, -0.1, 0.0], [0.1, 0.0, 0.0], [-0.1, 0.0, 0.0], [0.1, 0.1, 0.0], [0.2, 0.0, 0.1], [0.0, -0.1, 0.1], [0.0, -0.1, 0.1], [0.0, 0.0, 0.0], [0.0, -0.1, 0.0], [0.0, 0.1, 0.0]],
  "charge": 0,
  "relative_energy_ev": 0.272,
  "gap_ha": 0.318,
  "smiles": "Cc1cc(SCC(=O)NN=C2CCN(C(C)C)CC2)c(C)cc1Br",
  "e_lumo_ev": 0.4690
}

=====

4.
{
  "formula": "C41H47N4O7RuS4Te",
  "method": "wB97M-V/def2-TZVPD",
  "symbols": ["Te", "Ru", "S", "S", "S", "S", "O", "O", "O", "O", "O", "O", "O", "N", "N", "N", "N", "C", "C", "C", "C", "C", "C", "C", "C", "C", "C", "C", "C", "C", "C", "C", "C", "C", "C", "C", "C", "C", "C", "C", "C", "C", "C", "C", "C", "C", "C", "C", "C", "C", "C", "C", "C", "C", "C", "C", "C", "C", "H", "H", "H", "H", "H", "H", "H", "H", "H", "H", "H", "H", "H", "H", "H", "H", "H", "H", "H", "H", "H", "H", "H", "H", "H", "H", "H", "H", "H", "H", "H", "H", "H", "H", "H", "H", "H", "H", "H", "H", "H", "H", "H", "H", "H", "H", "H"],
  "xyz": [[-1.6666, 0.4962, -0.3682], [0.2840, -2.6237, 0.8652], [3.9265, -3.2638, 1.7366], [1.4171, -1.9547, 2.8792], [6.5684, -2.8982, 0.4169], [-0.3345, -3.6862, -1.3137], [0.6697, -4.6667, 1.1120], [2.1717, -1.9418, -0.6271], [-1.7662, -1.2316, 1.7002], [-0.8691, -2.8191, -2.3894], [-2.8475, -0.5525, 3.5384], [-0.0097, -6.6887, 1.7414], [-3.2406, -2.9386, 0.1604], [4.8917, -0.9885, 1.4425], [-1.5311, -3.7500, 2.5723], [0.2529, -0.9262, -0.1185], [3.6553, -0.7505, 2.0126], [5.2322, -2.2786, 1.1891], [0.9317, 0.7476, -4.2178], [-4.4563, 1.6923, -1.0136], [1.3210, -1.0450, -0.9022], [-3.7520, -3.5043, 1.3542], [-1.3585, -5.1380, -1.2118], [4.9912, 1.3682, 0.9399], [-1.5107, 2.6815, -2.7959], [-3.5487, 2.6623, 1.0120], [1.1388, -4.4767, -1.9271], [5.7029, 2.5344, 0.7217], [-4.6482, 3.5103, 1.0741], [5.6690, 0.1815, 1.2001], [-5.5437, 2.5577, -0.9117], [7.0913, 2.5300, 0.7631], [0.6163, 0.0470, -3.0617], [-0.4427, 2.8997, -1.7561], [7.0551, 0.1655, 1.2488], [3.0288, -1.8533, 2.2209], [0.6377, 2.4244, 0.3753], [-2.5392, 2.7108, 2.1218], [2.9200, 0.1495, -2.3763], [-5.6514, 3.4805, 0.1153], [-6.8388, 4.4028, 0.2004], [-0.6408, -4.7969, 3.0785], [-4.4694, 0.7275, -2.1799], [-2.2075, -1.3740, 2.9020], [0.7889, 1.6890, 1.6778], [0.4771, 3.9170, -1.9760], [1.6065, -0.2432, -2.1317], [3.2308, 0.8627, -3.5231], [-1.8223, -2.7079, 3.5522], [-0.3454, 2.1416, -0.5824], [-3.4275, 1.7722, -0.0640], [0.0401, -5.4829, 1.9042], [1.5234, 3.4679, 0.1102], [2.2354, 1.1645, -4.4457], [7.7562, 1.3434, 1.0290], [1.4784, 4.2051, -1.0618], [2.4924, 5.2800, -1.3455], [-2.7715, -4.3888, 2.1083], [4.2531, 1.1699, -3.7043], [1.4469, -5.2339, -1.2088], [-1.6041, 3.1620, 1.7835], [-0.1692, 1.4274, 2.1224], [-0.3885, -0.3272, -2.9028], [-4.7295, 4.2014, 1.9065], [1.3478, 2.2947, 2.3921], [-3.7437, -0.0769, -2.0932], [-0.9411, -5.8326, -0.4839], [3.1480, 5.4384, -0.4898], [5.1666, 3.4530, 0.5175], [2.4801, 1.7133, -5.3470], [-2.3927, 3.2862, -2.5708], [-2.5065, -5.2507, 1.4935], [2.0075, 6.2277, -1.5866], [-4.2705, 1.2551, -3.1161], [0.4128, 4.4877, -2.8975], [1.3275, 0.7544, 1.5456], [-1.8371, 1.6419, -2.8469], [-2.6141, -2.2491, 0.4457], [8.8378, 1.3242, 1.0696], [-1.1680, -5.5355, 3.6930], [2.2816, 3.7002, 0.8499], [-2.9165, 3.2973, 2.9593], [-5.4544, 0.2676, -2.2693], [-2.3425, -4.7906, -0.9198], [3.9120, 1.3586, 0.9188], [-6.8249, 4.9768, 1.1263], [-4.5923, -4.1398, 1.0639], [-6.8492, 5.1086, -0.6330], [-0.9187, -2.5152, 4.1347], [-2.3326, 1.7046, 2.4885], [-6.3300, 2.4981, -1.6592], [3.6863, -0.1047, -1.6550], [3.1161, 5.0032, -2.1981], [0.8711, -4.9041, -2.8929], [-2.6186, -2.9895, 4.2525], [0.1486, -4.3263, 3.6678], [7.6472, 3.4429, 0.5935], [7.5794, -0.7546, 1.4527], [-7.7740, 3.8415, 0.1639], [0.1560, 0.9619, -4.9428], [-4.1508, -2.7292, 2.0201], [1.9021, -3.7082, -2.0178], [-1.3766, -5.5646, -2.2147], [-3.3064, -4.7711, 2.9951], [-1.1386, 2.9627, -3.7816]],
  "atomic_forces_ev_per_a": [[-0.3, 0.0, 0.1], [-0.2, 0.0, 0.3], [-0.1, -0.2, 0.1], [-0.1, 0.1, -0.2], [0.0, 0.0, 0.1], [-0.2, 0.3, -0.1], [0.0, 0.1, 0.0], [0.1, -0.1, -0.1], [0.1, 0.0, -0.2], [0.1, -0.1, 0.1], [-0.1, 0.1, 0.2], [0.0, -0.1, 0.0], [-0.1, -0.2, 0.1], [0.0, 0.1, 0.2], [-0.1, -0.1, 0.0], [0.3, 0.0, -0.2], [0.0, -0.1, 0.0], [0.0, 0.1, -0.2], [0.0, 0.0, 0.0], [0.0, 0.0, -0.1], [0.3, -0.2, 0.3], [0.0, 0.1, -0.1], [0.0, 0.0, 0.0], [0.0, 0.0, -0.1], [0.0, 0.0, 0.0], [0.0, 0.0, 0.0], [0.1, 0.0, 0.0], [0.0, 0.0, 0.0], [0.0, 0.0, 0.0], [0.0, 0.0, -0.1], [0.0, 0.0, 0.0], [0.0, 0.0, 0.0], [0.0, -0.1, 0.0], [0.0, 0.0, 0.0], [0.1, 0.0, 0.1], [0.0, 0.0, -0.1], [-0.1, 0.1, 0.0], [0.1, 0.0, 0.0], [0.0, 0.1, 0.1], [0.0, 0.0, 0.0], [0.0, 0.0, 0.0], [-0.1, 0.1, 0.1], [0.0, 0.0, 0.0], [0.2, 0.1, -0.3], [0.0, -0.1, -0.1], [0.0, 0.0, 0.0], [-0.2, 0.2, 0.1], [0.0, 0.0, 0.0], [0.1, 0.0, 0.0], [0.0, 0.0, 0.1], [0.1, 0.0, 0.0], [0.1, 0.1, 0.0], [0.1, 0.0, 0.0], [0.0, 0.0, 0.0], [0.0, 0.0, 0.0], [0.0, 0.0, 0.0], [0.0, 0.0, 0.0], [0.1, 0.0, 0.1], [0.0, 0.0, 0.0], [0.0, 0.0, 0.0], [0.0, 0.0, 0.0], [0.0, -0.1, 0.0], [0.0, 0.0, 0.0], [0.0, 0.0, 0.0], [0.0, 0.0, 0.0], [0.0, 0.0, 0.0], [0.0, 0.0, 0.0], [0.0, 0.0, 0.0], [0.0, 0.0, 0.0], [0.0, 0.0, 0.0], [0.0, 0.0, 0.0], [0.1, 0.0, 0.0], [0.0, 0.0, 0.0], [0.0, 0.0, 0.0], [0.0, 0.0, 0.0], [0.1, -0.2, 0.0], [0.0, 0.0, 0.0], [0.0, 0.0, 0.2], [0.0, 0.0, 0.0], [0.0, 0.0, 0.0], [0.0, 0.0, 0.0], [0.0, 0.0, 0.0], [0.0, 0.0, 0.0], [-0.1, 0.0, 0.0], [-0.1, 0.0, 0.0], [0.0, 0.0, 0.0], [0.0, 0.0, 0.0], [0.0, 0.0, 0.0], [0.0, 0.0, 0.0], [0.0, -0.1, 0.0], [0.0, 0.0, 0.0], [0.0, 0.0, 0.0], [0.0, 0.0, 0.0], [0.0, 0.0, 0.0], [0.0, -0.1, 0.0], [0.0, 0.0, 0.0], [0.0, 0.0, 0.0], [0.0, 0.0, 0.0], [0.0, 0.0, 0.0], [0.0, 0.0, 0.0], [0.0, 0.0, -0.1], [0.0, 0.0, 0.0], [0.0, 0.0, 0.0], [0.0, -0.1, -0.1], [0.0, 0.0, 0.0]],
  "charge": -1,
  "relative_energy_ev": 0.000,
  "gap_ha": [0.270, 0.235],
  "spin_multiplicity": 5,
  "e_lumo_ev": [2.0780, 0.8385],
  "s_squared": 6.02
}

=====

5.
{
  "formula": "C2H2O2",
  "method": "wB97M-V/def2-TZVPD",
  "symbols": ["O", "O", "C", "C", "H", "H"],
  "xyz": [[1.8784, -0.7615, 0.0004], [0.3331, 1.0224, -0.0050], [0.8702, -0.1415, -0.0232], [-0.6225, -0.1204, -0.0060], [-1.2342, -0.0083, 0.8283], [-1.2251, 0.0093, -0.7945]],
  "atomic_forces_ev_per_a": [[0.0, 0.6, -0.1], [1.3, 2.0, 0.0], [-1.1, -2.0, 0.3], [1.9, 0.5, 1.4], [-0.5, -0.7, 2.0], [-1.7, -0.4, -3.6]],
  "charge": 0,
  "relative_energy_ev": 0.860,
  "gap_ha": 0.426,
  "smiles": "O=C1CO1",
  "e_lumo_ev": 0.8350
}

=====

6.
{
  "formula": "CH2NO3S",
  "method": "wB97M-V/def2-TZVPD",
  "symbols": ["S", "O", "O", "O", "N", "C", "H", "H"],
  "xyz": [[2.5231, -0.3901, -0.3249], [-0.4206, 1.2394, 0.8215], [-0.8738, -2.1284, 0.6552], [-0.8054, -0.7097, -1.1452], [-0.3626, 0.0137, 1.0890], [-0.7326, -0.9693, 0.2603], [-0.6372, 0.2652, -1.2343], [1.7088, 0.3165, 0.5087]],
  "atomic_forces_ev_per_a": [[-0.1, 0.3, 0.2], [-0.3, 1.6, -1.7], [-0.1, 0.9, -0.8], [0.1, 1.0, 1.4], [0.6, -1.1, 2.5], [-0.4, -1.5, -1.7], [-0.2, -0.9, 0.3], [0.3, -0.2, -0.2]],
  "charge": -1,
  "relative_energy_ev": 1.135,
  "gap_ha": [0.253, 0.170],
  "spin_multiplicity": 3,
  "e_lumo_ev": [3.5792, 1.3104],
  "s_squared": 2.01
}